60
Properties=species:S:1:pos:R:3:lowdin_charge:R:1 method="wB97M-V/def2-TZVPD" smiles=OCCO.OCCO.OCCO.OCCO.OCCO.OCCO de_lowest_kcal_mol=58.1 homo_lumo_gap_ev=10.294
O 1.178 -0.477 -1.213 -0.07
O -2.319 -0.656 4.883 -0.09
O 1.495 3.589 3.580 -0.09
O -0.948 -4.761 -2.218 -0.06
O 0.794 1.245 -8.890 -0.08
O 1.820 -4.414 -1.029 -0.08
O 1.324 1.602 -5.184 -0.08
O -4.120 2.092 -4.104 -0.09
O -4.103 0.249 -2.050 -0.04
O 1.216 -1.566 1.521 -0.08
O 3.546 4.517 5.438 -0.10
O 0.433 -1.492 5.636 -0.08
C -1.777 -0.747 6.214 -0.23
C 1.240 0.332 -0.039 -0.22
C 0.710 1.087 -6.411 -0.21
C -2.906 0.904 -2.285 -0.27
C 1.320 1.760 -7.649 -0.24
C 1.116 -5.564 -1.540 -0.23
C 2.090 4.762 5.523 -0.21
C -0.725 -1.851 6.385 -0.22
C 0.556 -0.340 1.190 -0.22
C -0.333 -5.529 -1.192 -0.24
C -3.097 2.208 -3.061 -0.20
C 1.287 3.596 5.025 -0.22
H 2.396 1.597 -7.705 0.12
H 1.257 -2.032 0.683 0.05
H 1.021 0.046 -6.492 0.12
H 1.687 -1.282 -1.090 0.06
H -2.689 -0.972 6.768 0.11
H 1.198 2.843 -7.687 0.12
H 1.456 2.584 5.391 0.12
H 2.436 3.430 3.475 0.07
H 1.941 4.977 6.581 0.11
H -3.318 3.060 -2.418 0.11
H 0.518 0.197 2.138 0.12
H -3.959 2.706 -4.824 0.08
H -0.622 -5.190 -0.197 0.12
H 1.339 -5.534 -2.607 0.12
H -0.387 -1.940 7.417 0.12
H 3.866 3.937 6.133 0.07
H -4.562 0.414 -2.877 0.07
H -1.388 0.237 6.474 0.11
H 2.682 -4.360 -1.447 0.08
H -1.072 -2.774 5.921 0.12
H -0.729 -6.544 -1.185 0.12
H 1.314 0.472 -9.120 0.08
H 1.937 5.688 4.968 0.12
H 1.204 0.910 -4.530 0.07
H -2.387 1.029 -1.334 0.12
H 0.242 3.786 5.270 0.11
H 1.607 -6.435 -1.105 0.11
H -0.466 -0.628 0.943 0.11
H 0.273 -1.594 4.695 0.07
H -2.269 0.274 -2.905 0.11
H -2.852 0.141 4.841 0.08
H 2.262 0.644 0.174 0.12
H -2.231 2.605 -3.591 0.11
H -1.691 -5.229 -2.607 0.08
H -0.370 1.233 -6.449 0.11
H 0.559 1.161 -0.233 0.11

---

89
Properties=species:S:1:pos:R:3:lowdin_spin:R:1 method="wB97M-V/def2-TZVPD" spin_multiplicity=2 total_charge=+3 homo_lumo_gap_ev="4.703 / 4.708"
W 1.144 -0.386 0.191 0.59
Sb 3.629 -0.570 2.676 0.03
Sb -0.815 -2.835 0.756 0.00
S 1.144 -2.813 0.191 0.01
S 1.194 -0.386 2.651 0.00
S 3.836 1.444 2.883 0.04
S 3.604 -0.386 0.242 0.12
P 1.144 2.062 0.191 0.00
N 1.144 -0.386 -1.831 0.01
N -0.520 -2.305 -4.250 0.00
N 1.176 -0.610 -4.316 0.01
N 0.335 -1.651 -6.180 0.00
C -0.707 1.822 -1.908 0.00
C -3.876 -0.463 -1.330 0.03
C -1.369 -5.337 -0.933 0.00
C 0.478 4.023 -1.803 0.00
C 0.614 2.518 -1.533 0.00
C 2.569 4.450 0.804 0.00
C 3.842 2.425 0.598 0.02
C -3.195 -1.320 -0.459 0.00
C 1.694 1.973 -2.505 0.00
C 4.968 4.497 1.118 0.00
C 3.744 5.158 1.082 0.00
C -0.826 -0.715 5.231 0.00
C -1.129 1.177 1.492 0.00
C 0.491 2.437 2.874 0.00
C -0.993 3.656 1.285 0.00
C -1.119 -0.846 -1.616 0.02
C -2.439 -6.955 1.078 0.00
C -2.015 -5.656 1.377 0.00
C -2.328 -7.445 -0.227 0.00
C -3.179 0.202 -2.343 0.00
C -1.816 -1.513 -0.600 0.03
C -0.325 -0.655 2.863 0.01
C -1.478 -4.842 0.372 0.00
C -1.801 0.011 -2.486 0.02
C 1.169 -0.472 -2.987 0.02
C 0.376 -1.473 -4.837 0.00
C -1.793 -6.636 -1.232 0.00
C 5.018 3.129 0.875 0.01
C -0.321 -0.038 4.118 0.00
C 2.596 3.073 0.557 0.00
C -0.161 2.386 1.470 0.00
C -1.339 -2.627 3.834 0.00
C -0.833 -1.952 2.716 0.00
C -1.335 -2.010 5.089 0.00
H -3.737 -1.833 0.324 0.00
H -3.707 0.865 -3.017 0.00
H -0.824 -0.238 6.202 0.00
H -4.942 -0.316 -1.219 0.00
H 1.829 0.890 -2.398 0.00
H -0.610 -1.709 -6.542 0.00
H -1.590 3.631 0.370 0.00
H 0.121 4.201 -2.825 0.00
H -0.957 -4.714 -1.717 0.00
H -0.932 1.954 -2.973 0.00
H 0.072 0.964 4.226 0.00
H -2.657 -8.450 -0.457 0.00
H -1.736 -3.623 3.742 0.00
H -2.855 -7.581 1.857 0.00
H 0.861 -0.930 -6.667 0.00
H -0.597 0.232 1.662 0.00
H -0.228 4.516 -1.134 0.00
H -2.110 -5.295 2.386 0.00
H -0.670 0.743 -1.718 0.00
H 5.969 2.604 0.900 0.00
H 1.437 4.545 -1.720 0.00
H -0.273 2.487 3.660 0.00
H -1.559 2.233 -1.360 0.00
H 1.415 2.164 -3.548 0.00
H 1.639 5.005 0.776 0.00
H -1.706 3.776 2.111 0.00
H -0.574 -3.214 -4.699 0.00
H 3.699 6.227 1.269 0.00
H 1.104 1.550 3.075 0.00
H -1.707 -7.014 -2.243 0.00
H -0.384 4.562 1.269 0.00
H -0.602 -0.386 0.191 0.02
H -0.054 -0.987 -1.734 0.01
H -1.727 -2.534 5.951 0.00
H -0.437 -2.405 -3.242 0.00
H -1.263 0.527 -3.270 0.00
H -1.867 1.280 2.297 0.00
H -1.692 1.073 0.561 0.00
H 0.066 -0.126 2.004 0.00
H 2.669 2.447 -2.344 0.00
H 1.128 3.319 3.002 0.00
H 5.880 5.047 1.333 0.00
H 3.911 1.355 0.413 0.01

---

11
Properties=species:S:1:pos:R:3:lowdin_spin:R:1 method="wB97M-V/def2-TZVPD" spin_multiplicity=2 de_lowest_kcal_mol=51.0 total_charge=+1 homo_lumo_gap_ev="10.548 / 4.925"
O -1.736 -2.435 0.469 0.43
N 0.815 0.303 1.019 0.19
N 0.086 1.120 -1.037 0.15
C 0.586 1.331 0.096 0.01
C -1.281 -1.755 -0.392 0.11
H 1.429 -0.405 0.633 0.00
H 0.993 2.302 0.397 0.01
H 0.073 1.981 -1.591 0.01
H 1.093 0.584 1.956 0.00
H -1.623 -1.960 -1.421 0.05
H -0.433 -1.066 -0.129 0.05

---

15
Properties=species:S:1:pos:R:3:lowdin_charge:R:1 method="wB97M-V/def2-TZVPD" smiles="C=CO[C@H]1C=C1O.[H][H]" de_lowest_kcal_mol=110.2 homo_lumo_gap_ev=9.416
O 1.821 0.936 -1.357 0.10
O -0.420 0.880 1.282 -0.05
C 0.983 0.683 1.137 -0.22
C -1.127 0.735 0.131 -0.27
C 1.584 0.392 -0.161 -0.32
C -2.353 0.226 0.065 0.01
C 1.519 -0.627 0.648 0.08
H 2.055 0.234 -1.982 0.13
H -0.616 1.091 -0.764 0.12
H -2.878 -0.140 0.941 0.06
H -0.085 -2.250 -1.027 0.04
H 1.478 1.262 1.917 0.14
H -0.716 -1.927 -0.798 0.03
H 1.603 -1.680 0.866 0.10
H -2.848 0.185 -0.899 0.05

---

8
Properties=species:S:1:pos:R:3:lowdin_charge:R:1 method="wB97M-V/def2-TZVPD" de_lowest_kcal_mol=202.7 homo_lumo_gap_ev="9.204 / 7.721"
O -0.841 -0.067 0.345 -0.14
O 1.785 -0.974 -0.900 0.22
N 1.010 0.198 0.983 0.22
N -1.031 -0.595 -0.843 0.17
N -0.790 2.349 0.536 0.22
C -0.607 1.249 0.579 -0.40
C 1.441 -0.449 0.059 -0.43
H -0.966 -1.711 -0.759 0.15

---

42
Properties=species:S:1:pos:R:3:lowdin_charge:R:1 method="wB97M-V/def2-TZVPD" total_charge=-2 homo_lumo_gap_ev=6.480
Tl 0.934 -2.284 0.095 0.94
O 2.716 -0.601 -0.657 -0.19
O -0.108 2.009 -4.925 0.06
O 4.627 0.408 -0.133 -0.02
O 4.246 -1.750 3.405 -0.03
O 2.572 -2.397 2.091 -0.19
O 0.625 -0.087 1.678 -0.18
N -0.523 -0.278 -1.354 0.04
N -2.341 1.909 -5.146 0.14
N -4.613 -6.548 -0.840 0.01
N -1.945 -2.972 0.282 0.02
N -3.914 -4.340 -0.098 0.03
C -2.651 0.760 -1.105 -0.04
C 2.793 0.749 1.355 -0.11
C -1.370 1.123 -3.094 -0.13
C -1.178 1.696 -4.441 -0.51
C 1.299 1.042 1.143 -0.29
C -2.834 -3.693 0.068 -0.42
C -0.388 0.299 -2.527 -0.05
C -2.526 1.362 -2.342 -0.04
C 1.231 -0.037 2.959 -0.27
C -1.627 -0.065 -0.652 -0.14
C -4.194 -5.520 -0.491 -0.50
C 3.457 0.087 0.077 -0.68
C 0.857 1.380 3.450 -0.11
C 3.260 -1.549 2.694 -0.68
C 2.742 -0.058 2.672 -0.12
C 0.858 2.153 2.118 -0.11
H 0.525 0.087 -3.066 0.13
H -0.127 1.397 3.921 0.10
H -3.302 2.019 -2.714 0.10
H -3.526 0.928 -0.493 0.10
H 1.593 1.757 4.160 0.10
H -0.146 2.499 1.859 0.10
H -3.195 1.445 -4.894 0.09
H -1.687 -0.592 0.287 0.07
H 0.874 -0.859 3.578 0.16
H 3.308 0.455 3.456 0.13
H 1.013 1.197 0.106 0.14
H 3.352 1.680 1.509 0.14
H -2.227 2.188 -6.106 0.10
H 1.539 3.002 2.117 0.10